*A*
The following is a quantum chemistry calculation of a single C12H16N2O molecule, from OMol25.

```
31
C12H16N2O ωB97M-V/def2-TZVPD
C -0.880 -0.633 -1.541
N -0.702 0.462 -0.870
O -1.832 0.675 -0.018
C -1.538 0.885 1.406
C -1.014 -0.389 2.051
C -0.256 -0.079 3.391
C 0.916 0.910 3.163
C 0.781 1.804 1.920
C -0.670 2.179 1.643
C 0.029 -1.020 -2.614
C -0.262 -2.178 -3.334
C 0.588 -2.563 -4.362
N 1.725 -1.918 -4.652
C 2.019 -0.773 -4.003
C 1.153 -0.279 -3.003
H -1.772 -1.245 -1.349
H -2.508 1.126 1.866
H -0.314 -0.913 1.385
H -1.798 -1.083 2.275
H -0.938 0.327 4.116
H 0.166 -0.974 3.827
H 1.855 0.370 3.097
H 1.005 1.582 4.013
H 1.415 2.678 2.013
H 1.189 1.246 1.053
H -1.071 2.674 2.561
H -0.735 2.890 0.798
H -1.134 -2.819 -3.158
H 0.369 -3.453 -4.878
H 2.919 -0.172 -4.290
H 1.292 0.681 -2.508
```

The SMILES is C(=N\OC1CCCCC1)/c1ccncc1. Its HOMO energy is -0.3425 Eh. For the orbital gap, the calculation gives 0.34178 Eh.


*B*
The following is a quantum chemistry calculation of 2 unconnected molecules or ions with the total composition C12H16N2O, from OMol25.

```
31
C12H16N2O ωB97M-V/def2-TZVPD
C -2.337 1.249 -1.067
C -1.656 0.104 -1.847
C -1.786 -1.263 -1.283
C -1.614 -2.448 -1.919
N -1.828 -3.425 -0.979
C -2.082 -2.790 0.187
N -2.097 -1.500 0.041
H -2.036 2.176 -1.558
H -2.066 1.187 -0.009
H -3.426 1.186 -1.058
H -1.944 0.219 -2.887
H -0.609 0.392 -1.816
H -1.403 -2.660 -2.951
H -1.706 -4.417 -1.066
H -2.346 -3.325 1.081
C 0.055 1.664 2.630
C 1.140 1.220 1.713
C 2.467 1.503 1.997
C 3.504 1.214 1.118
C 3.176 0.606 -0.084
O 4.218 0.113 -0.851
C 1.854 0.249 -0.355
C 0.851 0.475 0.574
H 0.042 1.407 3.691
H -0.922 1.282 2.304
H -0.129 2.742 2.623
H 2.717 1.944 2.948
H 4.523 1.530 1.307
H 3.834 -0.326 -1.632
H 1.662 -0.206 -1.320
H -0.058 -0.100 0.468
```

The SMILES is CCc1c[nH]cn1.Cc1ccc(O)cc1. Its HOMO energy is -0.2996 Eh. For the orbital gap, the calculation gives 0.32483 Eh.


*C*
The following is a quantum chemistry calculation of 2 unconnected molecules or ions with the total composition C12H16N2O, from OMol25.

```
31
C12H16N2O ωB97M-V/def2-TZVPD
C 0.078 2.042 2.137
C 1.355 1.403 2.723
C 2.020 0.535 1.714
C 3.110 0.865 0.971
N 3.215 -0.110 -0.008
C 2.200 -0.976 0.232
N 1.495 -0.662 1.278
H -0.340 2.718 2.881
H -0.652 1.278 1.856
H 0.372 2.596 1.252
H 1.908 2.262 3.116
H 1.171 0.814 3.621
H 3.763 1.724 0.926
H 4.010 -0.404 -0.548
H 1.967 -1.812 -0.405
C -1.360 -1.743 0.890
C -1.576 -1.185 -0.483
C -1.138 -1.888 -1.626
C -1.287 -1.289 -2.851
C -1.675 0.051 -2.979
O -1.199 0.726 -4.095
C -2.282 0.677 -1.916
C -2.239 0.004 -0.685
H -2.164 -2.399 1.230
H -1.130 -1.083 1.721
H -0.518 -2.425 0.839
H -0.745 -2.878 -1.454
H -1.085 -1.850 -3.762
H -1.880 0.835 -4.778
H -2.720 1.662 -1.961
H -2.674 0.514 0.163
```

The SMILES is CCc1c[nH]cn1.Cc1ccc(O)cc1. Its HOMO energy is -0.3105 Eh. For the orbital gap, the calculation gives 0.34299 Eh.


Going by the computed energies, the most stable comes first: *B*, *C*, *A*.